16
Properties=species:S:1:pos:R:3 method="wB97M-V/def2-TZVPD" max_force_ev_per_a=0.329 de_lowest_ev=1.298 gap_ev=11.343 spin_multiplicity=1 smiles=CCC[C@H]1CO1 e_tot_ev=-7393.4677 lumo_ev=1.16
C -1.595 1.057 0.002
C -1.364 -0.402 0.389
C 0.101 -0.736 0.678
C 0.995 -0.595 -0.535
C 2.138 0.320 -0.582
O 2.325 -1.071 -0.380
H -1.034 1.329 -0.900
H -1.277 1.733 0.805
H -2.656 1.246 -0.196
H -1.727 -1.057 -0.415
H -1.963 -0.645 1.274
H 0.178 -1.774 1.026
H 0.482 -0.102 1.489
H 0.537 -0.876 -1.488
H 2.497 0.706 -1.536
H 2.353 0.946 0.285

=====

39
Properties=species:S:1:pos:R:3 method="wB97M-V/def2-TZVPD" max_force_ev_per_a=2.513 de_lowest_ev=0.000 gap_ev="7.260 / 5.516" spin_multiplicity=6 e_tot_ev=-73382.3631 lumo_ev="0.28 / -1.16"
C 2.303 -0.803 1.447
C 1.563 -2.393 -0.965
C 1.343 -1.713 2.082
H 2.904 -0.200 2.180
C 0.362 -2.826 -0.450
H 1.626 -2.179 -2.045
H 0.731 -1.286 2.914
H -0.525 -2.798 -1.116
C 1.263 -3.156 1.981
H 0.855 -3.557 2.942
H 2.223 -3.695 1.818
C 3.342 -1.381 0.485
H 4.209 -1.633 1.092
H 3.712 -0.626 -0.224
C 2.924 -2.612 -0.354
H 3.067 -3.537 0.233
H 3.686 -2.724 -1.155
C 0.237 -3.620 0.841
H 0.362 -4.697 0.626
H -0.772 -3.506 1.268
Mn 0.172 -0.785 -0.079
H 1.737 0.066 0.940
Cl -4.268 5.058 -2.103
C -3.517 3.569 -1.700
C -4.037 2.388 -2.206
C -3.484 1.142 -1.934
I -4.368 -0.527 -2.721
C -2.294 1.009 -1.127
O -1.654 -0.086 -0.974
C -1.769 2.244 -0.561
N -0.622 2.163 0.173
C -0.118 3.267 0.690
C -0.629 4.581 0.462
C -1.738 4.678 -0.355
C -2.366 3.508 -0.862
H -4.910 2.434 -2.853
H 0.764 3.141 1.341
H -0.141 5.459 0.924
H -2.173 5.632 -0.656

=====

17
Properties=species:S:1:pos:R:3 method="wB97M-V/def2-TZVPD" max_force_ev_per_a=0.550 de_lowest_ev=4.591 gap_ev=9.693 spin_multiplicity=1 e_tot_ev=-10240.5350 lumo_ev=0.95
C 0.901 0.109 -1.313
N 0.154 0.888 1.090
C 0.892 -0.314 0.138
N -0.405 2.041 0.472
O 1.868 -0.785 0.728
H 0.834 1.080 1.826
H -1.091 2.458 1.092
H 0.318 2.726 0.276
H 1.673 0.868 -1.442
H -0.060 0.498 -1.638
H 1.176 -0.757 -1.918
N -0.498 -1.239 0.467
N -1.472 -1.444 -0.548
H -1.191 -2.198 -1.166
H -2.360 -1.685 -0.121
H -0.137 -2.091 0.898
H -0.603 -0.154 1.158

=====

39
Properties=species:S:1:pos:R:3 method="wB97M-V/def2-TZVPD" max_force_ev_per_a=1.514 de_lowest_ev=4.105 gap_ev=8.455 spin_multiplicity=1 smiles=CN(Cc1ccc2nonc2c1)Cc1nc(CC2CC2)no1 e_tot_ev=-27371.9798 lumo_ev=-0.52
C -1.750 0.262 -3.006
N -0.344 0.223 -3.352
C 0.294 -1.077 -3.187
C 0.506 -1.481 -1.748
C 1.787 -1.254 -1.159
C 2.048 -1.460 0.160
C 0.980 -1.912 0.959
N 0.881 -2.169 2.249
O -0.374 -2.563 2.452
N -1.109 -2.578 1.340
C -0.311 -2.177 0.368
C -0.533 -1.971 -1.006
C 0.406 1.331 -2.807
C 0.522 1.373 -1.316
N -0.391 1.144 -0.422
C 0.277 1.298 0.760
C -0.383 1.162 2.079
C -0.941 2.507 2.505
C -2.175 2.561 3.352
C -2.233 2.983 1.915
N 1.528 1.618 0.589
O 1.703 1.674 -0.762
H -2.257 -0.555 -3.517
H -1.933 0.191 -1.929
H -2.163 1.204 -3.365
H 1.254 -1.036 -3.709
H -0.341 -1.808 -3.693
H 2.578 -0.895 -1.803
H 3.015 -1.276 0.598
H -1.499 -2.185 -1.431
H -0.084 2.255 -3.135
H 1.420 1.318 -3.218
H 0.346 0.808 2.810
H -1.198 0.442 1.989
H -0.171 3.247 2.688
H -2.641 1.628 3.629
H -2.239 3.321 4.115
H -2.733 2.334 1.212
H -2.343 4.033 1.689

=====

24
Properties=species:S:1:pos:R:3 method="wB97M-V/def2-TZVPD" max_force_ev_per_a=4.568 charge=+2 gap_ev=6.835 spin_multiplicity=1 e_tot_ev=-29603.9279 lumo_ev=-9.52
C 2.259 0.658 0.902
C 1.964 0.290 -0.558
C 1.398 -1.132 -0.719
Cl 0.742 -1.319 -2.396
B 0.273 -1.443 0.293
C -1.281 -1.166 0.007
C -1.846 0.136 0.722
C -1.454 1.392 0.058
F -1.165 2.396 0.889
C -1.385 1.600 -1.262
F -2.147 1.015 -2.141
F -0.554 2.453 -1.780
H 3.177 1.226 0.942
H 1.495 1.333 1.271
H 2.409 -0.196 1.550
H 1.224 0.957 -0.973
H 2.840 0.360 -1.185
H 2.187 -1.868 -0.649
H 0.559 -1.951 1.340
H -1.518 -1.176 -1.052
H -1.819 -2.063 0.426
H -1.422 0.182 1.756
H -2.980 0.100 0.733
Sr -2.955 -1.783 1.825

=====

27
Properties=species:S:1:pos:R:3 method="wB97M-V/def2-TZVPD" max_force_ev_per_a=4.726 charge=+1 gap_ev=4.334 spin_multiplicity=1 e_tot_ev=-28845.8449 lumo_ev=-7.73
Cd -19.119 -0.976 -30.427
Cd -18.821 -2.804 -28.077
C -16.843 1.743 -29.974
C -18.332 2.115 -30.053
O -19.165 1.156 -30.609
H -16.451 1.340 -30.908
H -16.541 1.076 -29.167
H -16.308 2.649 -29.687
H -18.388 3.049 -30.613
H -18.624 2.426 -29.050
O -19.678 -1.005 -28.483
H -19.745 -0.101 -28.119
O -17.793 -2.453 -29.830
H -16.998 -2.527 -30.393
C -19.630 3.006 -25.648
C -19.137 1.590 -25.722
O -17.788 1.771 -25.346
C -17.336 3.057 -25.512
O -16.177 3.385 -25.595
O -18.412 3.796 -25.580
H -20.165 3.138 -24.708
H -20.291 3.237 -26.483
H -19.298 1.380 -26.780
H -19.599 0.840 -25.081
O -22.483 -0.756 -28.892
H -22.361 -1.089 -29.781
H -21.595 -0.594 -28.573